[1]
C3H8NO2 | the ωB97M-V functional and the def2-TZVPD basis

Each line ends with the natural charge from an NBO analysis.
CARTESIAN COORDINATES (ANGSTROEM)
C 0.41391 0.64481 0.02330  0.61
C -0.21192 -0.88646 -0.00645  -0.33
C 1.16360 1.23105 -1.14829  -0.20
N -1.11567 -0.91871 1.21368  -0.70
O 0.04365 1.28373 0.99577  -0.55
O 1.57754 2.52806 -0.78129  -0.68
H 0.36961 -1.78218 -0.13656  0.27
H -0.91375 -0.72453 -0.81375  0.24
H 1.97020 0.77168 -1.68911  0.26
H 0.44204 1.39316 -1.94942  0.23
H -0.58997 -1.40158 1.89431  0.43
H -2.02666 -1.43807 1.16309  0.46
H -1.04005 0.09332 1.49733  0.47
H 0.99343 2.85554 0.04276  0.50

The SMILES is [NH3+]CC(=O)CO. The net charge is +1. For the molecular weight, the calculation gives 90.10 g/mol. The calculation puts the electronic energy at -8817.471 eV. The HOMO-LUMO gap is 10.337 eV. As for the multiplicity: 1. The value obtained for the HOMO energy is -14.34 eV.


[2]
C39H35ClN2ScSi2 | the ωB97M-V functional and the def2-TZVPD basis

Each line ends with the Mulliken charge.
CARTESIAN COORDINATES (ANGSTROEM)
C -2.01495 -1.07590 -0.20008  -0.42
C -2.48779 -0.28053 -1.28128  -1.11
C -2.40717 -1.08296 -2.46228  -0.52
H -2.94050 0.70767 -1.23054  0.86
C -1.77133 -2.31782 -2.12113  -0.81
C -1.57152 -2.31653 -0.71103  -0.57
H -1.19241 -3.15847 -0.13462  0.61
H -2.05385 -0.80507 0.85080  0.55
H -2.87717 -0.85786 -3.41801  0.96
H -1.58136 -3.14761 -2.80135  0.61
Sc -0.06883 -0.43550 -1.88949  -0.61
Si -0.23341 -0.42043 -5.06496  0.97
C -0.24809 0.95066 -6.41571  0.78
C 0.68527 0.97204 -7.45292  -0.04
H 1.50271 0.24025 -7.46264  0.40
C 0.58921 1.92446 -8.47918  -0.89
H 1.37577 1.98281 -9.23412  0.45
C -0.49277 2.80718 -8.50282  -0.53
H -0.56756 3.55850 -9.29340  0.41
C -1.48638 2.71103 -7.52088  -0.60
H -2.35692 3.37261 -7.56038  0.39
C -1.35958 1.79659 -6.47882  -0.54
H -2.12869 1.73374 -5.70839  0.21
C -0.21790 -1.83393 -6.32679  0.70
C -1.10032 -1.85955 -7.42407  -0.61
H -2.02762 -1.28129 -7.38752  0.37
C -0.73615 -2.53121 -8.59875  -0.61
H -1.38230 -2.46789 -9.47285  0.41
C 0.45393 -3.26379 -8.65982  -0.59
H 0.75878 -3.75210 -9.58693  0.39
C 1.24295 -3.37732 -7.51506  -0.76
H 2.15748 -3.96942 -7.51706  0.43
C 0.88114 -2.70399 -6.34304  -0.01
H 1.52280 -2.79790 -5.46775  0.22
H -1.53269 -0.19496 -4.43003  -0.68
Si 3.04310 1.81509 -5.13628  -0.91
C 2.67084 0.01912 -4.85576  0.79
C 1.40277 -0.48926 -4.17115  3.50
H 1.08892 0.36881 -3.50706  -3.05
C 1.51034 -1.78522 -3.42840  0.11
H 0.57679 -2.36415 -3.23193  0.61
C 2.74931 -2.40413 -3.29550  -0.71
H 2.87239 -3.24598 -2.61402  0.41
C 3.83309 -2.01184 -4.08778  -0.93
H 4.74356 -2.61227 -4.08079  0.46
C 3.77142 -0.84510 -4.86346  -0.80
H 4.65636 -0.54858 -5.43814  0.48
C 1.64053 3.03168 -4.92753  0.65
C 0.76326 3.08525 -3.82822  0.42
H 0.92482 2.40165 -2.99046  0.12
C -0.29086 3.99728 -3.78977  -0.40
H -1.00463 3.98460 -2.96720  0.34
C -0.45213 4.92566 -4.81394  -0.73
H -1.27774 5.63767 -4.79814  0.42
C 0.46344 4.93637 -5.86684  -0.52
H 0.33272 5.65204 -6.67435  0.41
C 1.50416 4.01260 -5.92886  -0.45
H 2.18626 4.00888 -6.78048  0.36
H 4.01330 2.25319 -4.24098  -0.07
Cl 2.12590 0.92164 -1.68216  -0.27
C -0.62387 3.38995 0.78438  -0.99
C 0.24766 3.16073 1.85276  -0.62
C 0.84595 1.91014 1.99748  -1.03
C 0.59829 0.91122 1.04207  0.85
N -0.24266 1.15299 -0.00105  0.66
C -0.86520 2.33762 -0.10838  -0.04
C 1.29494 -0.39463 1.05708  0.79
C 2.26664 -0.73448 2.00806  -1.11
C 2.93284 -1.95472 1.90707  -0.58
C 2.60539 -2.83430 0.87225  -1.35
C 1.60997 -2.45406 -0.03012  -0.25
N 1.01376 -1.25047 0.03117  0.91
H -1.12974 4.33919 0.62181  0.45
H 0.44104 3.94413 2.57897  0.44
H 1.48837 1.66713 2.84285  0.43
H -1.56802 2.45562 -0.94192  0.28
H 2.46272 -0.03104 2.81794  0.38
H 3.68796 -2.23005 2.63580  0.44
H 3.08606 -3.79990 0.73467  0.46
H 1.29441 -3.12650 -0.83603  0.80

The net charge is +1. For the molecular weight, the calculation gives 668.30 g/mol. The calculation puts the electronic energy at -92962.649 eV. The HOMO-LUMO gap (alpha / beta) is 5.838 / 6.391 eV. As for the multiplicity: 1. The value obtained for the HOMO energy (alpha / beta) is -9.70 / -9.79 eV.


[3]
C33H82O24S5 | the ωB97M-V functional and the def2-TZVPD basis

Each line ends with the Mulliken charge.
CARTESIAN COORDINATES (ANGSTROEM)
O 6.35312 -2.72223 -2.38908  -0.63
S 5.75653 -1.60165 -1.79939  1.16
O 4.40735 -1.20773 -2.05468  -0.44
O 6.02819 -1.61684 -0.22766  -0.41
C 5.46562 -0.55308 0.56952  0.85
C 5.63534 -0.92188 1.99084  -1.61
C 6.81257 -0.20466 -2.22687  -0.80
H 4.41712 -0.49368 0.31930  -0.14
H 5.93269 0.42873 0.41801  0.05
H 4.99058 -1.74480 2.31225  0.34
H 5.42808 -0.09567 2.66488  0.34
H 6.61894 -1.37100 2.15886  0.44
H 7.46580 -0.01281 -1.39059  0.33
H 6.13867 0.62092 -2.43109  0.06
H 7.31091 -0.49805 -3.14071  0.43
O -1.10199 -1.73357 5.98458  -0.70
S -2.16636 -0.98120 5.41790  1.32
O -3.41721 -1.54987 5.10294  -0.65
O -2.44644 0.32950 6.26175  -0.33
C -1.27358 0.96256 6.79134  0.39
C -1.68669 1.57409 8.12941  -1.58
C -1.48460 -0.26868 3.92839  -0.06
H -0.85754 1.71897 6.12778  0.04
H -0.44600 0.29342 7.04374  0.33
H -2.00946 0.83740 8.86072  0.38
H -2.45298 2.34639 8.01399  0.33
H -0.84147 2.10819 8.58397  0.40
H -1.17019 -1.05035 3.25585  0.80
H -0.66691 0.33422 4.31374  -0.50
H -2.24781 0.37704 3.50235  -0.18
O -5.75984 3.01955 1.22675  -0.62
S -5.64443 2.73624 2.62741  1.10
O -4.81878 1.65175 3.05005  -0.45
O -5.11365 4.04073 3.38311  -0.31
C -3.65083 4.30399 3.25318  0.65
C -3.41898 5.82120 3.45292  -1.55
C -7.24161 2.72798 3.33910  -1.13
H -3.33559 4.03052 2.23900  -0.13
H -3.06586 3.79561 4.02285  0.13
H -3.55979 6.06983 4.50635  0.38
H -4.09528 6.45470 2.88778  0.38
H -2.38449 6.03528 3.16309  0.39
H -7.15506 2.73000 4.41761  0.32
H -7.88557 2.00177 2.85144  0.39
H -7.72122 3.66878 3.04422  0.40
O 0.41045 2.72184 4.16646  -0.53
S 1.61712 2.21947 4.69907  1.42
O 1.87336 2.46908 6.07110  -0.69
O 1.65008 0.68253 4.42712  -0.32
C 2.83324 -0.01607 4.65340  -0.07
C 2.67655 -1.32180 3.91697  -1.05
C 2.96596 2.83205 3.71030  -0.91
H 3.03769 -0.18148 5.70813  0.30
H 3.68027 0.49755 4.19241  0.11
H 1.71416 -1.76049 4.18175  0.26
H 3.45026 -2.04792 4.16423  0.49
H 2.76810 -1.13277 2.84874  0.02
H 3.86569 2.72022 4.30995  0.42
H 2.67917 3.83612 3.44408  0.47
H 3.11766 2.16387 2.86189  0.00
O 2.23623 0.68455 1.24115  -0.36
S 1.27993 0.48940 0.17773  1.05
O 0.80421 -0.80864 -0.11466  -0.77
O 0.06066 1.44674 0.51579  0.06
C -0.74723 1.20719 1.71637  -0.07
C -2.00117 0.40773 1.39658  -1.38
C 1.75646 1.18193 -1.36194  -0.63
H -1.22012 2.14343 2.03139  -0.04
H -0.12091 0.84622 2.52962  0.21
H -2.68043 0.34271 2.24934  0.67
H -1.86947 -0.65098 1.12980  0.10
H -2.48401 0.85639 0.52783  0.61
H 2.39326 2.03549 -1.14674  -0.03
H 0.84641 1.43494 -1.89427  0.30
H 2.21619 0.41076 -1.97473  0.34
C -3.43588 3.85703 -1.80569  -0.24
O -2.18061 4.21044 -2.31023  -0.42
C -1.14639 4.16368 -1.36549  0.38
C 0.18486 4.28151 -2.09863  -0.41
O 1.07913 4.98512 -1.26594  -0.27
C 2.21155 5.48190 -1.93252  -0.91
C 3.30541 4.46337 -2.18235  -0.33
O 3.74415 3.93382 -1.00394  -0.26
C 5.01366 3.38734 -1.02623  -0.74
H -4.15469 4.66989 -1.92921  0.28
H -3.41857 3.68043 -0.72190  -0.07
H -3.75229 2.95615 -2.32628  0.24
H -1.18282 3.23858 -0.76389  -0.37
H -1.23011 4.99484 -0.65323  0.23
H -0.04505 4.78578 -3.06900  0.42
H 0.55759 3.34572 -2.54650  0.20
H 2.62649 6.32781 -1.37684  0.35
H 1.92718 5.92048 -2.90722  0.40
H 4.14582 4.98126 -2.69112  0.56
H 3.04802 3.72135 -2.96437  0.27
H 5.05960 2.62642 -0.25448  0.02
H 5.75337 4.17558 -0.87901  0.38
H 5.18814 2.89324 -1.99255  0.40
C 2.72307 -1.89116 -4.90996  -0.66
O 1.61805 -2.03974 -5.72016  -0.30
C 2.00598 -2.14724 -7.02180  -0.53
C 2.86009 -3.36517 -7.33514  -0.87
O 2.49869 -4.48626 -6.59699  -0.24
C 1.66685 -5.39389 -7.31620  -0.57
C 1.15547 -6.49686 -6.44783  -0.44
O 2.20900 -7.33127 -6.11148  -0.29
C 1.81842 -8.42124 -5.30405  -0.72
H 3.46338 -2.66246 -5.13932  0.37
H 2.51355 -1.90694 -3.84684  0.14
H 3.20727 -0.91438 -5.10048  0.27
H 2.61256 -1.25454 -7.25838  0.35
H 1.18029 -2.14588 -7.72766  0.39
H 3.92204 -3.12980 -7.19604  0.48
H 2.79888 -3.44618 -8.43543  0.41
H 2.31736 -5.90662 -8.05209  0.29
H 0.86898 -4.89852 -7.87935  0.39
H 0.46392 -7.01795 -7.14180  0.32
H 0.58097 -6.07494 -5.61410  0.36
H 2.66068 -8.75722 -4.70795  0.24
H 1.52713 -9.26717 -5.95140  0.26
H 0.95566 -8.17043 -4.68091  0.32
C -2.76286 -3.96275 2.66846  -0.42
O -3.49584 -4.26977 1.44382  -0.47
C -4.30195 -3.22930 1.17681  0.69
C -5.03257 -3.39899 -0.13084  -0.75
O -4.23961 -3.41419 -1.24277  -0.38
C -4.01708 -2.16507 -1.71307  0.02
C -5.12682 -1.62572 -2.57883  -0.44
O -4.99071 -1.86724 -3.98473  -0.37
C -4.86560 -3.18974 -4.30918  -0.61
H -2.14922 -4.80372 2.94946  0.35
H -3.47537 -3.62186 3.41734  0.30
H -2.14573 -3.11387 2.32739  0.02
H -3.72849 -2.29026 1.16353  -0.55
H -5.11890 -3.11330 1.91250  0.29
H -5.83758 -2.66016 -0.20448  0.39
H -5.50457 -4.38648 -0.13675  0.35
H -3.07284 -2.16385 -2.26108  0.53
H -3.85060 -1.42206 -0.91745  -0.27
H -5.19550 -0.54409 -2.43753  0.28
H -6.09779 -2.05471 -2.24827  0.36
H -5.81903 -3.72767 -4.31215  0.27
H -4.15120 -3.72226 -3.66436  0.22
H -4.39807 -3.31058 -5.29164  0.27

The SMILES is CCOS(C)(=O)=O.CCOS(C)(=O)=O.CCOS(C)(=O)=O.CCOS(C)(=O)=O.CCOS(C)(=O)=O.COCCOCCOC.COCCOCCOC.COCCOCCOC. For the molecular weight, the calculation gives 1023.33 g/mol. The calculation puts the electronic energy at -138856.776 eV. The HOMO-LUMO gap is 9.172 eV. As for the multiplicity: 1. The value obtained for the HOMO energy is -8.99 eV.


[4]
C8H14N2S | the ωB97M-V functional and the def2-TZVPD basis

Each line ends with the natural charge from an NBO analysis.
CARTESIAN COORDINATES (ANGSTROEM)
C 0.86319 1.11767 -0.52516  -0.05
C -0.19585 1.49396 -1.30422  0.43
C 0.60235 -0.47833 1.34082  -0.37
C -0.31464 -1.26146 0.41803  -0.51
C 0.69885 1.07362 0.95471  -0.24
C 0.31963 -1.46780 -0.94826  0.02
C -0.49468 1.85315 1.48408  -0.61
C -0.60552 -1.12748 -2.01094  -0.73
N 2.14034 0.92336 -1.16544  -0.85
N -1.09534 2.03319 -1.96765  -0.64
S 1.76093 -2.25799 -1.07571  -0.02
H 0.14210 -0.42845 2.35139  0.21
H 1.54875 -0.87352 1.27339  0.22
H -0.41754 -2.22717 0.80912  0.25
H -1.25594 -0.65363 0.34560  0.20
H 1.62283 1.42103 1.42283  0.23
H -1.34446 1.08385 1.36321  0.19
H -0.85988 2.74608 0.88482  0.22
H -0.46469 2.17220 2.45458  0.22
H -0.20835 -0.40572 -2.71451  0.25
H -1.60935 -0.82887 -1.72379  0.21
H -0.80778 -1.95657 -2.60522  0.24
H 2.50981 1.55192 -1.92933  0.39
H -1.80381 1.46996 -2.35062  0.37
H 2.20058 -0.03841 -1.50117  0.38

The SMILES is CC(=S)CC[C@H](C)C(N)=C=N. For the molecular weight, the calculation gives 170.28 g/mol. The calculation puts the electronic energy at -22335.383 eV. The HOMO-LUMO gap is 8.130 eV. As for the multiplicity: 1. The value obtained for the HOMO energy is -8.33 eV.


- Which of these has the lowest molecular weight?
  C3H8NO2


- Among the records above, which one has the highest molecular weight?
  C33H82O24S5


- Which of these has the highest molecular weight?
  C33H82O24S5


- The lowest electronic energy belongs to which entry?
  C33H82O24S5